Entry 1:
C8H7NS | ωB97M-V with the def2-TZVPD basis set

As for the energy relative to the best compared isomer or geometry (same formula, charge and spin): 27.0 kcal per mole. Its total charge is 0. For the molar mass, the calculation gives 149.22 g mol⁻¹. The calculation puts the frontier orbital gap at 9.93 eV. The value obtained for the highest occupied orbital energy is -9.455 eV. As for the structure (SMILES): N#CSCc1ccccc1.

The geometry in XYZ format:
```
17
Properties=species:S:1:pos:R:3:forces:R:3
S 2.25375 -0.77212 -0.19768 -0.183 0.642 -0.488
N 2.27092 2.01591 -0.65527 0.083 8.689 -1.405
C -2.14867 1.24285 0.45149 -2.074 1.107 0.115
C -1.26195 -1.25819 -0.33790 -0.383 2.659 0.876
C 0.81169 -1.02692 0.97948 1.670 8.091 1.615
C -2.96087 0.49166 -0.41334 -0.344 -0.635 -1.565
C -2.44489 -0.73854 -0.84673 -3.534 -2.102 -1.120
C 2.26827 0.93616 -0.48843 -0.408 -9.660 1.857
C -0.50237 -0.45486 0.54840 -0.146 -0.970 -0.919
C -0.96074 0.81975 0.93420 3.749 -1.117 2.155
H 0.94742 -1.97794 1.13383 -0.041 -5.440 0.863
H 1.24067 -0.44432 1.95495 -1.344 -1.492 -2.069
H -3.32120 -1.44965 -1.49918 3.259 2.056 1.798
H -2.49153 2.14499 0.91490 -0.505 0.620 -0.308
H -3.98260 0.72617 -0.92569 2.054 0.309 1.649
H -0.90494 -2.20525 -0.56367 0.466 -1.650 -0.594
H -0.24712 1.37695 1.77161 -2.319 -1.109 -2.461
```
Forces are in eV/Å.

Entry 2:
C32H74Cl2N10O10 | ωB97M-V with the def2-TZVPD basis set

As for the energy relative to the best compared isomer or geometry (same formula, charge and spin): 0.0 kcal per mole. Its total charge is 0. For the molar mass, the calculation gives 829.91 g mol⁻¹. The calculation puts the frontier orbital gap at 9.09 eV. The value obtained for the highest occupied orbital energy is -8.953 eV. As for the structure (SMILES): CNC(C)=O.CNC(C)=O.CNC(C)=O.CNC(C)=O.CNC(C)=O.CNC(C)=O.CNC(C)=O.CNC(C)=O.CNC(C)=O.CNC(C)=O.ClCCCl.

The geometry in XYZ format:
```
128
Properties=species:S:1:pos:R:3:forces:R:3
Cl -11.54648 -11.90465 -19.29082 -0.145 -0.046 0.130
Cl -12.01272 -9.89180 -21.84475 -0.036 -0.055 -0.243
O -10.24311 -13.70485 -23.14801 -0.098 -0.070 0.006
O -17.82444 -11.04888 -18.10651 -0.005 -0.293 0.541
O -14.58771 -11.32340 -25.86125 -0.419 0.287 0.173
O -12.60112 -10.72506 -14.14854 -0.118 -0.064 0.025
O -6.72718 -14.04359 -20.39506 0.153 -0.344 0.048
O -15.83416 -6.26292 -21.72720 -0.018 0.002 -0.127
O -12.29934 -17.00258 -19.74029 0.008 -0.138 -0.385
O -9.05849 -14.70758 -15.48862 -0.003 0.104 -0.177
O -8.36423 -8.37492 -21.48208 -0.261 0.056 0.094
O -15.69161 -14.20048 -20.49658 0.504 -0.018 0.034
N -16.01677 -14.07444 -22.72154 0.237 0.009 -0.259
N -10.31731 -12.83660 -15.42561 -0.014 0.174 -0.296
N -11.84036 -9.14265 -15.57870 -0.193 -0.106 0.892
N -16.39287 -8.45378 -21.50584 -0.229 0.037 0.163
N -7.33711 -9.79517 -22.90846 -0.031 0.293 -0.097
N -10.42179 -15.66684 -24.25006 -0.084 0.007 -0.021
N -8.40588 -13.78029 -18.90145 -0.380 -0.555 -0.002
N -17.34880 -13.05100 -17.13630 0.029 0.033 0.313
N -14.39315 -13.00439 -27.34774 0.219 -0.196 0.596
N -14.49100 -17.25190 -19.21800 -0.062 -0.201 -0.092
C -12.47478 -9.69084 -16.74192 0.226 0.865 -1.917
C -8.25257 -10.87540 -22.65033 -0.998 -0.320 0.308
C -16.13741 -13.59952 -21.46159 -0.988 0.149 0.360
C -14.75147 -18.33470 -20.14368 0.211 -0.080 0.073
C -16.86995 -6.90631 -19.67877 -0.317 -0.183 -0.140
C -12.76226 -12.79853 -25.51352 -0.617 -0.854 0.120
C -7.43335 -8.62279 -22.22083 0.438 -0.256 0.068
C -16.92821 -12.32246 -21.29896 0.248 0.450 0.467
C -11.86201 -15.28630 -22.34163 0.908 -0.355 1.259
C -15.54208 -12.61205 -28.15022 0.091 -0.682 0.258
C -13.27706 -16.67413 -19.09051 0.248 -0.066 0.666
C -15.59903 -11.39504 -17.36085 0.675 0.130 0.804
C -6.27184 -7.66929 -22.41024 -0.108 0.226 -0.154
C -14.00303 -12.32074 -26.23517 0.132 0.437 -0.159
C -9.21164 -13.55878 -15.11169 -0.134 -0.253 0.741
C -13.10886 -11.26001 -21.43249 0.110 1.165 0.136
C -12.30448 -12.37100 -20.82507 -0.001 -0.142 -0.726
C -11.91959 -9.73651 -14.35853 0.319 -0.228 -0.315
C -13.11790 -15.62792 -18.00955 -0.928 0.397 -0.233
C -16.24013 -8.82772 -22.89343 -0.016 0.099 -0.898
C -7.24216 -13.41924 -19.48690 0.336 0.629 0.081
C -6.65699 -12.12400 -18.96228 -0.298 0.451 -0.556
C -16.31401 -7.15945 -21.06448 0.195 0.077 -0.061
C -16.69799 -13.61892 -23.92173 0.241 -0.207 -0.512
C -10.76689 -14.80460 -23.25982 -0.220 0.520 -0.293
C -11.00348 -9.16847 -13.29856 -0.214 0.182 0.021
C -9.06863 -14.97432 -19.39740 0.730 -0.100 -1.360
C -11.36627 -13.43059 -16.23147 0.259 -1.013 0.768
C -9.46009 -15.35550 -25.28443 0.329 -0.470 -0.117
C -18.68260 -13.59334 -17.09257 -0.342 -0.583 -0.144
C -8.24134 -12.93318 -14.11611 -0.273 0.398 -0.881
C -17.03449 -11.79513 -17.53376 -0.063 0.071 -1.307
H -8.11999 -11.27544 -21.64181 0.206 -0.271 -0.138
H -10.35818 -11.85711 -15.20824 -0.087 -0.038 0.168
H -11.49663 -12.60800 -21.51803 0.042 -0.152 0.104
H -12.82818 -14.80234 -22.46276 -0.105 -0.259 -0.572
H -10.26956 -8.46074 -13.68092 -0.026 0.017 -0.066
H -12.98186 -10.62810 -16.56556 0.175 -0.086 0.360
H -13.16516 -9.01447 -17.26661 -0.338 0.122 0.782
H -17.17805 -8.77970 -23.46255 -0.118 -0.236 0.323
H -8.18107 -13.61117 -13.27258 0.200 0.017 0.090
H -17.86503 -6.47014 -19.80029 0.064 0.062 -0.017
H -14.92201 -12.20742 -17.08355 -0.172 -0.131 -0.136
H -13.61728 -11.55367 -22.34893 0.087 -0.218 -0.020
H -12.92065 -13.25726 -20.68291 -0.062 0.068 0.289
H -11.52482 -14.44522 -15.85356 0.155 0.027 0.026
H -16.26889 -12.09084 -27.53448 0.214 0.346 0.037
H -16.24702 -11.52827 -20.97036 0.142 -0.031 -0.410
H -16.97855 -9.04797 -20.94042 0.062 -0.116 -0.031
H -11.61337 -8.66528 -12.54836 0.079 -0.096 0.119
H -6.47845 -9.99158 -23.38967 0.003 -0.027 0.001
H -9.04426 -14.94242 -20.49876 -0.465 0.214 0.119
H -7.28206 -12.82953 -14.62266 0.143 -0.208 0.236
H -11.85620 -16.37460 -22.26751 -0.658 -0.006 -0.412
H -11.58642 -15.03025 -21.31312 0.199 0.164 -0.181
H -8.44045 -15.85246 -19.23364 -0.257 -0.003 0.665
H -8.75842 -14.60231 -24.94148 -0.186 0.178 0.087
H -12.50697 -16.01332 -17.19967 0.369 0.025 -0.194
H -5.64414 -11.96569 -19.31876 0.105 -0.303 0.054
H -6.43985 -7.05344 -23.29661 0.047 -0.114 -0.057
H -8.87333 -16.25015 -25.50782 -0.069 0.025 0.026
H -10.08584 -15.10210 -19.05062 0.037 0.041 0.316
H -13.92991 -13.88380 -27.49574 -0.107 0.001 -0.328
H -15.25877 -16.89048 -18.68229 0.042 0.109 0.003
H -14.05535 -15.28431 -17.55726 -0.061 -0.208 -0.176
H -16.61450 -13.63516 -16.78007 0.100 0.152 0.072
H -15.59646 -8.15974 -23.46330 0.258 0.218 0.593
H -15.49404 -18.03880 -20.88385 -0.069 -0.109 -0.012
H -15.06341 -19.23581 -19.61221 -0.245 0.097 -0.015
H -12.85915 -13.86474 -25.26677 0.165 0.022 -0.228
H -13.82428 -10.76759 -20.77596 -0.154 -0.487 0.202
H -19.18930 -13.41281 -16.14181 0.002 0.272 -0.075
H -15.53434 -10.68241 -16.53164 -0.118 0.030 -0.089
H -15.18781 -10.89236 -18.23253 -0.270 -0.042 -0.187
H -11.74031 -9.78871 -17.55049 0.188 -0.544 0.358
H -12.69146 -14.75512 -18.50351 0.366 -0.012 0.291
H -17.78538 -13.67931 -23.85752 0.016 -0.014 0.150
H -6.22211 -6.98749 -21.56589 -0.034 -0.103 0.097
H -8.54883 -11.93582 -13.79879 -0.070 -0.076 0.132
H -5.32408 -8.19629 -22.51292 0.021 0.025 -0.059
H -15.50350 -14.93828 -22.79678 -0.035 -0.027 0.136
H -16.41076 -12.62465 -24.26893 0.083 0.068 0.307
H -16.99790 -7.81218 -19.08440 0.175 0.023 0.035
H -10.48372 -10.00728 -12.84142 -0.039 0.030 0.148
H -9.93469 -15.04200 -26.21702 -0.037 0.194 0.088
H -19.29249 -13.23580 -17.91863 0.071 0.306 0.074
H -16.24810 -6.17487 -19.17376 0.072 -0.036 0.066
H -8.96033 -13.06025 -18.47397 0.030 -0.022 0.226
H -6.70439 -12.02376 -17.88051 -0.075 -0.038 0.017
H -11.87776 -12.65771 -26.12902 0.124 0.102 0.137
H -18.63590 -14.67956 -17.20598 0.157 0.071 -0.010
H -12.32127 -12.93961 -16.06951 0.163 0.505 -0.370
H -9.29882 -10.56337 -22.66789 0.179 0.455 -0.080
H -12.70739 -12.28740 -24.55911 0.288 0.311 -0.128
H -17.45997 -12.01732 -22.19387 0.011 0.128 0.004
H -15.80529 -9.82122 -23.00028 -0.103 -0.065 0.147
H -16.37660 -14.30106 -24.71059 -0.163 0.044 -0.062
H -11.30002 -8.29702 -15.61072 0.005 -0.010 -0.433
H -13.82391 -18.59724 -20.64584 0.054 0.221 -0.053
H -17.60514 -12.35713 -20.44422 -0.131 -0.476 -0.143
H -7.25106 -11.32904 -19.43601 0.031 0.070 0.338
H -16.05231 -13.51552 -28.48803 0.159 0.044 -0.262
H -10.91753 -16.53784 -24.31375 0.011 -0.016 0.075
H -15.21486 -12.01174 -28.99452 -0.256 0.137 -0.079
H -8.21373 -11.66120 -23.39914 0.497 -0.063 0.059
H -11.04994 -13.56918 -17.25953 -0.316 0.332 -0.208
```
Forces are in eV/Å.

Entry 3:
C3H11N5 | ωB97M-V with the def2-TZVPD basis set

As for the energy relative to the best compared isomer or geometry (same formula, charge and spin): 16.2 kcal per mole. Its total charge is +2. For the molar mass, the calculation gives 117.16 g mol⁻¹. The calculation puts the frontier orbital gap at 11.39 eV. The value obtained for the highest occupied orbital energy is -17.983 eV. As for the structure (SMILES): N/C(=N\[NH3+])N1C[C@H]1[NH3+].

The geometry in XYZ format:
```
19
Properties=species:S:1:pos:R:3:forces:R:3
N 2.70112 0.95220 0.01270 -0.391 -0.669 -1.170
N -2.64536 0.72854 0.62218 0.115 0.447 2.840
N -0.54875 -0.54554 0.19937 -0.104 -0.218 1.041
N 1.29522 0.68373 0.03194 -0.405 3.400 0.121
N 1.60860 -1.55734 0.28502 2.758 -0.918 0.390
C -1.32054 -0.98371 -0.87541 -3.031 0.484 -2.702
C 0.86163 -0.49912 0.20550 -0.357 2.080 -0.912
C -1.52048 0.45238 -0.26836 0.832 -3.570 -2.001
H -2.10022 -1.79970 -0.89031 0.861 0.823 1.188
H -3.63990 0.91866 0.28004 1.616 -0.732 -0.218
H 2.67672 -1.46545 0.33322 -2.579 -0.671 -0.160
H 1.19651 -2.45155 0.21091 -0.078 -1.193 0.194
H -2.33748 1.66071 1.04412 -0.920 -1.467 0.311
H 3.14427 0.68545 0.89150 0.544 0.354 0.103
H -1.27381 1.23864 -0.95641 0.317 0.404 0.211
H 3.09089 0.45587 -0.79469 0.591 -0.443 0.173
H -2.64951 -0.08474 1.37231 -0.246 2.171 -1.425
H -1.08238 -0.88131 -1.96531 0.988 0.033 1.091
H 2.88705 1.93579 -0.27137 -0.511 -0.316 0.927
```
Forces are in eV/Å.

Entry 4:
C12H28ClFeN4O4 | ωB97M-V with the def2-TZVPD basis set

The spin multiplicity is 5. Its total charge is +1. For the molar mass, the calculation gives 383.68 g mol⁻¹. The calculation puts the frontier orbital gap (spin up / spin down) at 7.65 / 6.67 eV. The value obtained for the highest occupied orbital energy (spin up / spin down) is -11.015 / -11.015 eV.

The geometry in XYZ format:
```
50
Properties=species:S:1:pos:R:3:forces:R:3
Fe -0.75207 2.28794 -1.20910 0.812 -1.617 0.889
Cl 0.59208 0.52660 -0.25380 -0.806 1.217 -0.489
O -0.61643 3.62594 0.27971 -0.252 0.519 -0.582
O -1.48752 1.12139 -2.71709 0.096 1.373 -0.130
O 4.28199 -1.67827 -5.40021 0.007 -0.013 -1.161
O -2.33432 -1.86400 2.55138 -1.213 -1.062 -0.085
N -0.47469 -1.45601 3.74622 2.950 -0.897 2.599
N 3.21334 -1.19355 -3.44774 -0.509 -0.263 -0.828
N -0.55355 3.72841 2.51928 -0.682 -1.720 0.137
N -1.91931 -1.06117 -3.19537 -0.738 2.548 -0.398
C 1.83946 -1.31060 -3.94726 0.434 -0.431 0.421
C -0.79793 -2.30260 4.92320 -1.223 0.728 -0.409
C -1.20636 -1.46228 2.67846 -1.366 1.536 -2.186
C 4.31730 -1.34022 -4.25392 -0.847 -0.406 1.562
C 0.88544 -0.88756 3.67657 -0.767 -0.359 1.294
C -1.04148 2.39622 2.77192 -0.451 -1.224 -0.148
C -0.38251 4.43658 3.70475 0.532 2.798 2.044
C 3.29337 -0.74396 -2.07823 0.657 0.134 -0.625
C -1.73805 0.25327 -3.57442 -0.611 -3.737 1.359
C -2.10485 -1.45796 -1.81452 0.584 0.374 0.977
C -2.27582 -2.10964 -4.12035 0.546 -0.013 -1.273
C -0.42767 4.26558 1.35378 0.689 -0.425 -0.837
H -2.05453 2.47654 3.16612 -0.131 -0.121 -0.171
H -1.50370 -2.87768 -4.07526 -0.160 -0.185 0.111
H -1.88351 0.36580 -4.65995 0.425 0.640 0.335
H 4.31483 -0.92174 -1.74190 -0.039 0.252 0.225
H -0.83695 -1.73469 5.85275 0.293 0.353 -0.135
H 0.95830 -0.36409 4.62987 0.569 0.290 -0.055
H -1.28977 4.75151 4.22031 -0.573 -0.688 -0.189
H -0.03923 5.29151 1.44751 -0.268 -0.124 -0.868
H -1.67672 -0.73032 -1.12508 0.357 -0.201 -0.233
H -1.83122 -2.59330 4.73368 0.085 -0.353 0.108
H 5.24585 -1.22208 -3.67424 0.139 0.217 -0.066
H -2.25206 -1.73308 -5.14296 -0.041 0.101 -0.027
H 0.03217 5.42237 3.49411 0.576 -0.106 -0.030
H -0.99883 1.73322 1.90780 -0.096 0.349 -0.093
H -0.77529 -0.84785 1.87296 0.423 -0.146 -0.237
H -0.45685 1.90547 3.55004 0.214 0.270 0.002
H 1.62484 -1.68837 3.68647 0.140 0.103 -0.256
H -3.14683 -1.52215 -1.50110 -0.239 -0.216 -0.544
H 1.74744 -1.37258 -5.03160 0.380 0.267 0.108
H 3.05917 0.32007 -2.11135 -0.015 0.108 0.754
H 0.22684 3.92376 4.44895 0.157 -0.094 -0.338
H 2.60951 -1.28438 -1.42372 -0.042 0.046 -0.119
H -1.61934 -2.42536 -1.68607 -0.063 0.086 0.208
H -3.26011 -2.54992 -3.96091 0.050 0.180 0.375
H 1.40508 -2.22126 -3.53482 -0.094 -0.254 -0.002
H 1.25012 -0.50364 -3.51182 -0.035 0.319 -0.270
H 1.03329 -0.18423 2.85709 -0.182 -0.283 -0.087
H -0.19291 -3.18768 5.11987 0.327 0.130 -0.637
```
Forces are in eV/Å.

no.,energy (Eh)
1,-761.889028
2,-3484.196540
3,-393.965441
4,-2717.713661